Molecular formula: C11H20N2O
Method: DFT, ωB97M-V/def2-TZVPD

As for the spin multiplicity: 3. The net charge is 0. The HOMO energy (spin up / spin down) comes out at -4.470 / -9.404 eV. The total energy is -16751.4011 eV. Its expectation value of S² is 2.007. For the HOMO-LUMO gap (spin up / spin down), the calculation gives 5.186 / 7.920 eV.

XYZ file:
```
34
Properties=species:S:1:pos:R:3:forces:R:3
C 0.8803 2.0430 1.4538 -4.4 3.6 4.2
C 1.6641 1.2381 0.7224 2.3 -5.4 -5.3
C -1.5332 1.4885 0.6555 -2.7 -0.4 -1.4
C 3.7143 -0.0207 1.2758 0.2 -6.3 -1.0
C 3.7058 1.2773 -0.8924 2.5 -1.5 0.1
C 1.5013 0.0423 -0.2432 1.6 3.8 2.1
C -2.5761 -2.0742 0.2816 -0.1 0.5 -0.4
C -4.0395 -0.1534 -0.1045 -2.6 -3.5 0.1
C -1.8747 -0.2594 -1.3922 1.2 1.1 1.7
C 2.8556 0.6180 0.2470 -0.6 0.0 -2.4
C -2.5947 -0.5795 0.0143 -0.9 -0.2 -3.5
N -0.5272 2.0984 1.3536 2.5 0.3 0.8
N -1.9364 0.2158 0.9403 3.0 0.8 3.0
O -2.2425 2.1185 -0.1217 0.8 1.0 0.3
H 1.2478 2.8046 2.1214 0.1 0.0 0.1
H 4.4989 -0.7831 0.8366 -1.2 1.7 0.2
H 4.2525 0.6911 1.7390 1.8 2.4 2.0
H 3.2693 -0.7803 2.0167 -0.2 1.7 -0.9
H 4.1660 0.5601 -1.7634 -0.8 1.0 2.7
H 4.5313 1.7827 -0.2787 -0.7 -0.4 -1.5
H 3.2237 1.9611 -1.5427 -1.0 1.1 0.1
H 1.0379 0.3662 -1.1301 0.2 0.3 -1.6
H -1.4426 -0.2087 1.7066 0.1 -0.3 0.0
H 1.0512 -0.7832 0.1273 -0.9 -3.0 1.4
H -3.5924 -2.4098 -0.0936 1.7 -0.4 0.6
H -1.6914 -2.4770 -0.2052 -0.3 -0.6 -0.4
H -2.3913 -2.2677 1.3251 -0.6 -0.2 0.6
H -4.1278 0.8616 -0.2009 -0.3 2.5 -0.1
H -4.7992 -0.5479 0.7346 2.0 0.8 -1.5
H -4.4185 -0.6302 -1.0587 0.1 0.6 0.9
H -2.0482 -0.8807 -2.2187 -0.3 -1.6 -0.7
H -2.1452 0.7155 -1.7684 -0.3 0.3 0.2
H -0.7598 -0.1441 -1.1782 -1.5 -0.7 -0.4
H -0.7927 2.9892 1.6896 -0.9 1.0 0.1
```
Forces are in eV/Å.

Table of Löwdin atomic charges, one value per atom, all in e: number 1, C, carries -0.0825; number 2, C, carries -0.1130; number 3, C, carries -0.5284; number 4, C, carries -0.0578; number 5, C, carries -0.0421; number 6, C, carries -0.0103; number 7, C, carries -0.0249; number 8, C, carries -0.0590; number 9, C, carries -0.0100; number 10, C, carries -0.4964; number 11, C, carries -0.6077; number 12, N, carries 0.1327; number 13, N, carries 0.1112; number 14, O, carries 0.0535; number 15, H, carries 0.0974; number 16, H, carries 0.1205; number 17, H, carries 0.0280; number 18, H, carries 0.1132; number 19, H, carries 0.1277; number 20, H, carries 0.0910; number 21, H, carries 0.0433; number 22, H, carries 0.0705; number 23, H, carries 0.1471; number 24, H, carries 0.0534; number 25, H, carries 0.1045; number 26, H, carries 0.0778; number 27, H, carries 0.0711; number 28, H, carries 0.0292; number 29, H, carries 0.1337; number 30, H, carries 0.1008; number 31, H, carries 0.0608; number 32, H, carries 0.0674; number 33, H, carries 0.0709; number 34, H, carries 0.1263

Molecular formula: C5H5N3
Method: DFT, ωB97M-V/def2-TZVPD

The net charge is 0. Its SMILES is [H]/N=c1\cccncn1. The HOMO energy comes out at -9.086 eV. The total energy is -9731.9469 eV. For the HOMO-LUMO gap, the calculation gives 8.096 eV. Its relative energy (zero: lowest compared OMol25 entry of this formula, charge and spin) is 81.7 kcal per mole.

XYZ file:
```
13
Properties=species:S:1:pos:R:3:forces:R:3
C 1.2340 -0.0113 -0.1464 3.3 -7.8 4.5
C 0.6970 1.1811 -0.3690 0.9 8.6 -2.9
C -0.5851 1.4898 -0.2434 -2.0 2.0 2.4
C -1.5430 0.6458 0.4287 -3.4 0.0 -1.7
C -0.8391 -1.4461 -0.2425 3.0 -1.1 -0.3
H 2.8404 0.3777 0.8512 1.3 2.1 0.5
H 1.4372 2.0727 -0.6759 -1.6 -2.0 0.6
H -1.1464 2.5172 -0.1281 2.4 -1.4 -1.2
H -2.4453 1.3365 0.7386 1.5 -1.9 0.2
H -1.1484 -2.6257 -0.3688 0.7 3.4 -0.1
N 2.3162 -0.3841 0.5555 -3.6 -0.3 -2.7
N -1.7871 -0.6167 0.2794 -0.7 0.6 1.6
N 0.4250 -1.1185 -0.4038 -2.0 -2.2 -0.9
```
Forces are in eV/Å.

Table of Löwdin atomic charges, one value per atom, all in e: number 1, C, carries -0.4694; number 2, C, carries -0.0783; number 3, C, carries -0.0653; number 4, C, carries -0.1509; number 5, C, carries -0.1925; number 6, H, carries 0.0005; number 7, H, carries 0.1720; number 8, H, carries 0.1439; number 9, H, carries 0.1351; number 10, H, carries 0.1606; number 11, N, carries 0.1623; number 12, N, carries 0.0577; number 13, N, carries 0.1244

Molecular formula: C3H4N2O2
Method: DFT, ωB97M-V/def2-TZVPD

The net charge is 0. Its SMILES is NN=c1occo1. The HOMO energy comes out at -8.025 eV. The total energy is -10247.8966 eV. For the HOMO-LUMO gap, the calculation gives 8.926 eV. Its relative energy (zero: lowest compared OMol25 entry of this formula, charge and spin) is 100.7 kcal per mole.

XYZ file:
```
11
Properties=species:S:1:pos:R:3:forces:R:3
C 0.0851 0.2372 -0.3812 0.5 -1.6 2.4
C -0.3483 -1.4210 1.1026 -1.1 -0.2 0.1
C -0.8783 -1.7776 -0.0896 -0.1 0.7 -0.4
H 1.2948 1.8618 0.9348 -1.5 0.2 -1.9
H 1.4076 2.8171 -0.3482 0.6 1.1 -0.6
H -0.5873 -1.7593 2.1630 0.8 0.3 -1.9
H -1.5600 -2.5786 -0.5573 1.5 1.5 1.2
N 0.7328 2.2323 0.0731 2.1 1.1 3.2
N 0.3760 1.3270 -0.8779 -0.2 -0.3 -0.3
O 0.3585 -0.2222 0.9527 -0.9 0.2 -0.6
O -0.5419 -0.7138 -0.9964 -1.6 -3.2 -1.2
```
Forces are in eV/Å.

Table of Löwdin atomic charges, one value per atom, all in e: number 1, C, carries -0.4692; number 2, C, carries -0.0790; number 3, C, carries -0.0145; number 4, H, carries 0.1245; number 5, H, carries 0.0499; number 6, H, carries 0.1504; number 7, H, carries 0.1566; number 8, N, carries -0.0234; number 9, N, carries 0.0344; number 10, O, carries 0.0144; number 11, O, carries 0.0558